# 1
DFT (wB97M-V/def2-TZVPD) results for 2 unconnected molecules or ions with the total composition C3H9N3O2 at a distorted geometry.

The geometry in XYZ format:
```
17
Properties=species:S:1:pos:R:3
C -1.775 0.603 1.301
N -1.225 -0.184 0.220
N -2.235 -0.645 -0.678
N -1.466 0.366 -1.236
H -2.033 -1.599 -0.996
H -0.776 0.010 -1.916
H -2.199 -0.077 2.050
H -0.968 1.200 1.735
H -2.569 1.275 0.959
C 2.127 0.619 0.066
C 2.194 -0.746 -0.587
O 1.093 -1.501 -0.432
O 3.136 -1.149 -1.208
H 0.374 -1.029 0.049
H 3.079 1.128 -0.061
H 1.336 1.212 -0.394
H 1.906 0.516 1.128
```

## Properties
SMILES string = Cn1[nH][nH]1.CC(=O)O
relative energy (zero: lowest compared OMol25 entry of this formula, charge and spin) = 491.1 kJ/mol
E_tot = -434.339113 a.u.
maximum force = 0.04898 Eh/bohr

Here are the Löwdin charges for atoms 1 to 8, given in e: C -0.09; N -0.19; N -0.07; N 0.04; H 0.11; H 0.10; H 0.09; H 0.08


# 2
DFT (wB97M-V/def2-TZVPD) results for C25H32N4O2 in the gas phase.

The geometry in XYZ format:
```
63
Properties=species:S:1:pos:R:3
C -5.913 -1.873 -0.738
C -5.415 -0.488 -0.455
C -6.283 0.493 -0.028
C -5.842 1.786 0.237
C -4.518 2.141 0.087
C -3.618 1.152 -0.344
N -2.289 1.438 -0.504
C -1.299 0.576 -0.925
O -0.152 0.980 -0.998
C -1.765 -0.773 -1.229
C -3.070 -1.093 -1.069
C -4.054 -0.158 -0.620
H -3.391 -2.099 -1.300
C -0.767 -1.762 -1.760
N 0.449 -1.836 -0.986
C 1.622 -1.520 -1.640
O 1.646 -1.331 -2.845
N 2.738 -1.503 -0.860
C 3.984 -1.045 -1.436
C 4.276 0.405 -1.144
C 5.538 0.804 -0.725
C 5.804 2.136 -0.458
C 4.806 3.084 -0.604
C 3.545 2.694 -1.022
C 3.279 1.363 -1.291
H 2.291 1.066 -1.611
H 2.761 3.428 -1.139
H 5.012 4.124 -0.394
H 6.790 2.434 -0.133
H 6.321 0.067 -0.609
H 4.798 -1.675 -1.060
H 3.897 -1.186 -2.519
H 2.630 -1.334 0.139
C 0.390 -2.505 0.288
H 1.369 -2.936 0.504
H -0.328 -3.333 0.200
C -0.057 -1.622 1.462
C 0.876 -0.445 1.744
N 2.271 -0.822 1.944
C 2.463 -1.722 3.065
H 1.957 -2.667 2.880
H 3.528 -1.921 3.176
H 2.088 -1.299 4.010
C 3.086 0.368 2.113
H 4.137 0.082 2.141
H 2.844 0.909 3.040
H 2.934 1.037 1.269
H 0.850 0.230 0.885
H 0.488 0.102 2.623
H -0.153 -2.255 2.347
H -1.046 -1.212 1.246
H -0.452 -1.446 -2.763
H -1.238 -2.752 -1.835
H -1.976 2.381 -0.310
C -4.047 3.537 0.373
H -3.302 3.544 1.168
H -4.883 4.156 0.688
H -3.607 3.989 -0.517
H -6.554 2.528 0.567
H -7.329 0.259 0.103
H -5.733 -2.142 -1.778
H -6.981 -1.935 -0.548
H -5.408 -2.602 -0.106
```

## Properties
SMILES string = Cc1ccc(C)c2[nH]c(=O)c(CN(CCCN(C)C)C(=O)NCc3ccccc3)cc12
relative energy (zero: lowest compared OMol25 entry of this formula, charge and spin) = 0.0 kJ/mol
E_tot = -1341.424188 a.u.
maximum force = 0.01471 Eh/bohr

Here are the Löwdin charges for atoms 1 to 8, given in e: C -0.05; C -0.22; C -0.05; C -0.03; C -0.21; C -0.14; N 0.19; C -0.40


# 3
DFT (wB97M-V/def2-TZVPD) results for C3H6N2O2 in the gas phase.

The geometry in XYZ format:
```
13
Properties=species:S:1:pos:R:3
C 1.625 -0.384 -0.862
O 0.984 -0.697 0.367
C -0.355 -0.608 0.380
N -1.202 -0.645 -0.560
N -0.838 -0.346 1.701
C -1.218 1.017 1.684
O -2.359 1.390 1.738
H 2.693 -0.423 -0.650
H 1.341 0.628 -1.176
H 1.379 -1.098 -1.657
H -0.838 -0.898 -1.470
H -1.692 -0.881 1.826
H -0.358 1.701 1.599
```

## Properties
SMILES string = [H]/N=C(/NC=O)OC
relative energy (zero: lowest compared OMol25 entry of this formula, charge and spin) = 215.5 kJ/mol
E_tot = -377.877241 a.u.
maximum force = 0.01311 Eh/bohr

Here are the Löwdin charges for atoms 1 to 8, given in e: C -0.06; O -0.05; C -0.53; N 0.20; N 0.09; C -0.33; O 0.07; H 0.09